No. 1
Molecular formula: C25H49NNiOP3
Method: DFT, the ωB97M-V functional and the def2-TZVPD basis

The total charge is +1. The relative energy (zero: lowest compared OMol25 entry of this formula, charge and spin) comes out at 0.000 eV. For the electronic energy, the calculation gives -99159.9330 eV. Its expectation value of S² is 2.010. As for the multiplicity: 3.

```
80
C25H49NNiOP3 | the Open Molecules 2025 dataset | the ωB97M-V functional and the def2-TZVPD basis
Ni 0.11 -0.29 -0.29
P -0.45 -2.08 -1.43
P -0.63 2.14 0.21
N 1.67 0.17 -1.36
C 1.14 -2.04 -2.38
H 1.93 -2.60 -1.83
H 0.99 -2.54 -3.34
C 1.53 -0.59 -2.65
H 2.31 -0.52 -3.43
H 0.63 -0.15 -3.11
C 1.54 1.64 -1.60
H 0.69 1.78 -2.31
H 2.37 2.18 -2.06
C 1.16 2.39 -0.30
H 1.34 3.45 -0.47
H 1.80 2.07 0.53
C -0.48 2.94 1.90
C 0.12 1.92 2.87
H 1.14 1.63 2.59
H -0.49 1.02 2.94
H 0.17 2.37 3.88
C -1.61 3.51 -0.68
C -3.08 3.64 -0.26
H -3.69 3.90 -1.14
H -3.22 4.46 0.46
H -3.49 2.73 0.17
C -1.90 -2.05 -2.63
C -3.20 -2.57 -2.04
H -4.03 -2.32 -2.71
H -3.43 -2.14 -1.07
H -3.20 -3.67 -1.95
C -0.47 -3.75 -0.63
C -1.57 -3.87 0.44
H -1.28 -4.63 1.17
H -2.52 -4.19 -0.01
H -1.74 -2.93 0.98
C -3.94 1.36 -2.50
C -0.94 4.90 -0.59
H -0.72 5.18 0.44
H -0.01 4.95 -1.17
H -1.62 5.66 -0.99
C -1.61 -2.76 -3.97
H -2.51 -2.70 -4.59
H -0.79 -2.30 -4.53
H -1.38 -3.83 -3.83
C -0.51 -4.96 -1.58
H -0.26 -5.85 -0.99
H -1.52 -5.12 -1.99
H 0.21 -4.89 -2.40
C -1.71 3.58 2.54
H -2.59 2.92 2.52
H -1.48 3.77 3.60
H -1.97 4.55 2.11
H 0.26 3.74 1.74
H 0.52 -3.78 -0.11
H -1.57 3.15 -1.72
H -2.01 -0.98 -2.85
O -5.11 1.09 -2.35
H -3.18 1.36 -1.75
H -3.31 1.77 -3.32
C 2.53 -2.80 1.26
P 1.50 -1.28 1.45
C 0.55 -1.72 2.94
C 2.84 -0.18 2.18
C 3.04 -0.10 3.58
C 3.95 0.83 4.09
C 4.73 1.59 3.22
C 4.63 1.38 1.83
C 3.70 0.49 1.31
H 1.96 -3.68 1.59
H 3.43 -2.71 1.90
H 2.86 -2.93 0.22
H 1.04 -2.54 3.48
H -0.49 -2.07 2.64
H 0.42 -0.87 3.62
H 2.50 -0.75 4.28
H 4.04 0.95 5.16
H 5.42 2.35 3.63
H 5.30 1.93 1.17
H 3.64 0.32 0.25
```


No. 2
Molecular formula: C25H50BFI2O11PS
Method: DFT, the ωB97M-V functional and the def2-TZVPD basis

The total charge is -1. The relative energy (zero: lowest compared OMol25 entry of this formula, charge and spin) comes out at 15.461 eV. For the electronic energy, the calculation gives -88966.0052 eV.

```
92
C25H50BFI2O11PS | the Open Molecules 2025 dataset | the ωB97M-V functional and the def2-TZVPD basis
C 6.33 1.27 1.47
O 6.59 0.84 0.08
C 5.97 1.79 -0.89
C 5.02 0.89 -1.94
C 3.48 1.13 -1.46
C 2.33 0.39 -2.36
C 1.80 -1.06 -1.71
C 1.16 -0.88 -0.22
C 0.55 0.60 0.13
C -0.52 0.59 1.41
C -0.11 -0.48 2.59
S -0.71 0.02 4.31
O 0.45 -0.36 5.30
O -1.16 1.50 4.42
O -2.02 -1.01 4.71
O 3.11 -1.77 -1.52
B 3.59 -2.49 -2.75
C 4.28 -3.96 -2.61
F 4.61 -1.77 -3.61
O 2.37 -2.32 -3.63
C 1.15 -2.17 -2.76
O 0.24 -1.47 -3.66
C -1.17 -1.76 -3.48
C -1.93 -0.98 -2.25
C -3.36 -0.35 -2.86
C -2.21 -1.95 -0.96
C -3.61 -2.80 -1.00
C -3.57 -4.11 -2.03
C -3.75 -3.48 0.53
C 0.93 -3.72 -2.31
I 1.19 -4.54 -0.26
C 0.56 -4.80 -3.32
C 0.33 -6.38 -2.84
I 0.30 -4.45 -5.47
H 5.24 0.91 1.77
H 7.07 0.71 2.22
H 6.52 2.41 1.60
H 6.85 2.25 -1.50
H 5.34 2.57 -0.28
H 5.29 -0.24 -1.67
H 5.25 1.18 -3.05
H 3.24 2.29 -1.49
H 3.43 0.82 -0.31
H 1.43 1.17 -2.45
H 2.69 0.26 -3.49
H 2.06 -1.05 0.55
H 0.34 -1.65 0.09
H 1.46 1.27 0.51
H 0.05 1.17 -0.76
H -0.40 1.67 1.91
H -1.64 0.53 1.07
H -0.50 -1.57 2.39
H 1.08 -0.47 2.65
H -2.87 -0.52 4.48
H 4.06 -4.47 -1.55
H 5.44 -3.91 -2.79
H 3.82 -4.66 -3.43
H -1.72 -1.37 -4.47
H -1.47 -2.89 -3.40
H -1.27 -0.03 -2.01
H -3.14 0.50 -3.64
H -4.06 0.00 -1.97
H -3.89 -1.22 -3.44
H -2.20 -1.28 0.00
H -1.32 -2.73 -0.84
H -4.59 -2.15 -1.12
H -3.94 -3.83 -3.11
H -2.42 -4.39 -2.13
H -4.10 -5.06 -1.59
H -2.83 -3.09 1.19
H -3.61 -4.66 0.49
H -4.71 -3.14 1.09
H -0.56 -6.39 -2.06
H 0.01 -7.08 -3.73
H 1.32 -6.85 -2.39
C -2.89 3.68 4.62
O -3.80 4.75 4.40
P -3.35 5.99 3.27
O -2.63 4.98 2.37
O -2.28 6.61 4.35
C -2.71 6.83 5.69
O -2.91 7.23 2.15
C -3.81 8.32 2.14
H -3.17 3.19 5.56
H -2.97 2.95 3.82
H -1.86 4.04 4.71
H -2.33 6.02 6.33
H -3.80 6.88 5.77
H -2.29 7.78 6.06
H -3.87 8.77 3.14
H -4.80 7.97 1.84
H -3.46 9.07 1.43
```


No. 3
Molecular formula: C25H50Br2N2O10S2
Method: DFT, the ωB97M-V functional and the def2-TZVPD basis

The total charge is 0. The SMILES is C[C@@H](COC(=O)CSC(=O)O[C@@](C)(Br)CCCBr)OC(=O)CS.COCCNCCOC.COCCNCCOC. For the electronic energy, the calculation gives -211941.6179 eV.

```
91
C25H50Br2N2O10S2 | the Open Molecules 2025 dataset | the ωB97M-V functional and the def2-TZVPD basis
C -2.29 -2.79 4.11
C -1.93 -1.65 3.02
C -0.94 -0.56 3.70
O -1.41 0.80 3.52
C -0.96 1.36 2.32
O -0.02 0.96 1.62
C -1.74 2.69 1.84
S -2.21 2.66 0.06
C -4.02 2.28 -0.09
O -4.54 2.56 -1.17
O -4.61 1.67 1.02
C -6.04 1.59 0.96
C -6.48 0.98 2.40
Br -6.98 3.34 0.84
C -6.58 0.51 -0.13
C -5.53 -0.64 -0.43
C -6.02 -1.73 -1.49
Br -7.94 -2.21 -1.36
O -1.32 -2.35 1.92
C -1.41 -1.64 0.71
O -2.32 -0.86 0.39
C -0.25 -1.88 -0.37
S -1.09 -2.54 -1.92
H -3.33 -3.17 3.83
H -1.56 -3.67 4.03
H -2.37 -2.38 5.16
H -2.91 -1.15 2.78
H -1.01 -0.77 4.82
H 0.15 -0.73 3.43
H -0.99 3.54 1.99
H -2.64 2.87 2.51
H -6.24 1.81 3.15
H -5.88 0.06 2.68
H -7.61 0.83 2.45
H -7.51 0.04 0.35
H -6.91 1.05 -1.07
H -4.52 -0.25 -0.82
H -5.26 -1.22 0.53
H -5.38 -2.67 -1.37
H -5.81 -1.36 -2.55
H 0.53 -2.62 0.01
H 0.27 -0.88 -0.59
H -1.96 -3.56 -1.50
C 3.22 -4.44 0.02
O 2.77 -4.18 -1.30
C 3.80 -3.68 -2.15
C 4.17 -4.71 -3.22
N 4.88 -5.85 -2.63
C 5.04 -6.98 -3.54
C 3.76 -7.69 -4.02
O 3.05 -8.37 -2.99
C 2.16 -7.57 -2.24
H 2.34 -4.66 0.63
H 3.88 -5.30 0.05
H 3.72 -3.56 0.44
H 4.68 -3.35 -1.59
H 3.39 -2.80 -2.66
H 4.81 -4.24 -3.97
H 3.24 -5.03 -3.70
H 4.37 -6.17 -1.81
H 5.65 -7.72 -3.01
H 5.62 -6.66 -4.41
H 4.06 -8.46 -4.73
H 3.09 -7.02 -4.57
H 1.73 -6.76 -2.83
H 2.67 -7.16 -1.36
H 1.35 -8.21 -1.88
C 4.91 7.23 1.47
O 3.71 7.92 1.17
C 3.56 8.21 -0.22
C 2.42 7.39 -0.82
N 2.78 5.98 -0.91
C 1.65 5.10 -1.24
C 0.50 5.02 -0.22
O 0.86 4.40 1.01
C 1.46 5.27 1.96
H 5.02 7.19 2.55
H 4.88 6.20 1.09
H 5.78 7.74 1.05
H 4.49 8.07 -0.78
H 3.29 9.27 -0.29
H 2.19 7.77 -1.82
H 1.54 7.54 -0.19
H 3.17 5.68 -0.03
H 2.06 4.09 -1.36
H 1.25 5.39 -2.21
H -0.27 4.38 -0.66
H 0.02 5.99 -0.05
H 1.08 6.30 1.88
H 2.54 5.26 1.86
H 1.22 4.89 2.96
```